# 1
C4H11NS2 | ωB97M-V with the def2-TZVPD basis set

Each line ends with the Löwdin charge.
CARTESIAN COORDINATES (ANGSTROEM)
1 S 1.0317 1.5982 -1.9135  0.6141
2 S -0.2772 -0.1347 3.1103  -0.1191
3 N -1.3969 0.1558 -0.7701  -0.1346
4 C 0.9682 -0.5321 -0.1400  -0.3060
5 C -1.6316 1.0398 0.4373  -0.1595
6 C 1.7817 0.1069 -1.2855  -0.6520
7 C -0.4422 -0.9393 -0.5318  -0.2813
8 H -1.7937 0.2956 1.2057  -0.0329
9 H 1.5300 -1.3974 0.2135  0.1050
10 H 2.7777 0.2415 -0.8588  0.0657
11 H -2.5288 1.5606 0.1186  0.0629
12 H -0.9270 -1.6792 0.1076  0.1050
13 H 0.9342 0.1684 0.6931  0.0221
14 H -0.7861 1.6993 0.6127  0.0468
15 H 1.9297 -0.6183 -2.0885  0.0478
16 H -0.9935 0.6708 -1.5527  -0.0206
17 H -0.3556 -1.4100 -1.5228  0.1035
18 H 0.1794 -0.8258 4.1648  -0.4669

Its total charge is -1. As for the LUMO energy (spin up / spin down): 0.1147 / 0.0352 Ha. The calculation puts the energy at -27486.283 eV. Its spin multiplicity is 2.


# 2
C4H11NS2 | ωB97M-V with the def2-TZVPD basis set

Each line ends with the Löwdin charge.
CARTESIAN COORDINATES (ANGSTROEM)
1 S -2.2328 0.9198 -2.1617  0.3231
2 S -0.3063 1.5561 -1.8062  0.4056
3 N -0.4884 -3.3416 0.1372  0.0302
4 C 0.9012 -1.3686 0.3606  -0.0322
5 C 0.9219 2.5761 0.4170  -0.1749
6 C -0.4423 2.1295 -0.0951  -0.6436
7 C 0.6102 -2.6366 0.6149  -0.3062
8 H -0.8434 1.3271 0.5192  0.0543
9 H -1.1531 2.9582 -0.0554  0.0655
10 H 0.2618 -0.7570 -0.2666  0.0051
11 H -2.0632 -0.3646 -1.8139  -0.2240
12 H -0.7984 -4.0966 0.7273  0.0758
13 H 1.8291 -0.9661 0.7359  0.0434
14 H 1.2329 3.4988 -0.0692  0.0685
15 H 0.8541 2.7533 1.4871  0.0734
16 H 1.2981 -3.2288 1.2144  0.1018
17 H -1.2653 -2.7772 -0.1736  0.0754
18 H 1.6839 1.8182 0.2281  0.0589

As for the LUMO energy: 0.0186 Ha. The calculation puts the energy at -27486.441 eV. Its structure (SMILES) is C=CN.CCSS.


Here are the calculated energy above the lowest of the compared OMol25 structures with the same formula, charge and spin numbers, same order: 10.7; 19.0 (kcal/mol).